# 1
{
  "formula": "C3H7NO6",
  "method": "ωB97M-V/def2-TZVPD",
  "de_lowest_ev": 6.261,
  "symbols": ["C", "C", "C", "N", "O", "O", "O", "O", "O", "O", "H", "H", "H", "H", "H", "H", "H"],
  "xyz": [[0.42, -0.28, 0.72], [0.29, 1.10, 0.14], [-0.23, -1.73, -1.04], [-0.22, -2.67, 0.01], [-1.12, -2.94, 0.75], [0.89, -3.21, 0.16], [-0.77, 1.18, -0.73], [0.32, 2.01, 1.18], [-1.46, -1.50, -1.56], [0.79, -1.76, -1.86], [1.47, -0.80, 0.65], [-0.08, -0.53, 1.58], [1.30, 1.31, -0.34], [-0.94, 2.07, -1.03], [-0.57, 2.02, 1.66], [-1.49, -0.98, -2.33], [1.52, -2.29, -1.36]]
}

=====

# 2
{
  "formula": "C2H6Cl2P",
  "method": "ωB97M-V/def2-TZVPD",
  "charge": 1,
  "de_lowest_ev": 1.434,
  "symbols": ["C", "C", "P", "Cl", "Cl", "H", "H", "H", "H", "H", "H"],
  "xyz": [[0.59, -0.75, -1.18], [-0.03, 0.39, 1.54], [-0.49, 0.31, -0.25], [-2.35, -0.25, -0.58], [-0.26, 2.45, -1.13], [1.31, -1.10, -0.40], [0.98, -0.12, -2.02], [0.12, -1.68, -1.64], [-0.66, 0.99, 2.25], [1.01, 0.50, 1.59], [-0.23, -0.73, 1.83]]
}

=====

# 3
{
  "formula": "C2HCl2NO",
  "method": "ωB97M-V/def2-TZVPD",
  "smiles": "N#CC(=O)Cl.Cl",
  "de_lowest_ev": 0.528,
  "symbols": ["N", "C", "C", "O", "Cl", "Cl", "H"],
  "xyz": [[1.75, 2.20, 0.44], [1.42, 1.34, -0.26], [0.90, 0.15, -0.88], [-0.10, 0.11, -1.56], [1.45, -1.35, -0.21], [-2.71, -1.84, 1.39], [-2.70, -0.62, 1.07]]
}

=====

# 4
{
  "formula": "C18H32F8N2O20PS3",
  "method": "ωB97M-V/def2-TZVPD",
  "charge": -1,
  "de_lowest_ev": 0.000,
  "symbols": ["P", "F", "F", "F", "F", "F", "F", "C", "C", "O", "N", "C", "H", "H", "H", "H", "H", "H", "H", "C", "C", "O", "N", "C", "H", "H", "H", "H", "H", "H", "H", "C", "C", "O", "C", "O", "O", "F", "H", "H", "H", "C", "C", "O", "C", "O", "O", "F", "H", "H", "H", "C", "C", "O", "S", "O", "O", "O", "H", "H", "H", "H", "C", "C", "O", "S", "O", "O", "O", "H", "H", "H", "H", "C", "C", "O", "S", "O", "O", "O", "H", "H", "H", "H"],
  "xyz": [[-0.01, 0.71, -0.01], [0.92, 0.41, 1.27], [0.62, 2.21, 0.06], [1.00, 0.16, -1.05], [-0.90, 1.18, -1.31], [-0.79, -0.69, -0.02], [-1.18, 1.38, 1.01], [0.11, 1.97, 4.94], [1.38, 2.83, 4.54], [1.93, 3.43, 5.46], [1.72, 2.85, 3.29], [3.02, 3.41, 2.89], [0.42, 0.93, 4.93], [-0.58, 2.19, 4.13], [-0.27, 2.24, 5.93], [1.11, 2.45, 2.59], [3.73, 3.55, 3.71], [2.75, 4.42, 2.58], [3.43, 2.76, 2.12], [3.25, -1.80, -1.61], [3.06, -3.35, -1.24], [3.79, -4.03, -0.48], [2.11, -4.11, -1.91], [0.95, -3.47, -2.51], [4.27, -1.41, -1.70], [2.70, -1.35, -0.79], [2.74, -1.56, -2.55], [2.15, -5.02, -1.46], [0.66, -2.57, -1.98], [0.12, -4.18, -2.52], [1.17, -3.32, -3.57], [2.89, -3.40, 2.57], [2.71, -1.88, 2.69], [4.02, -1.43, 2.35], [4.96, -2.40, 2.40], [6.15, -2.19, 2.20], [4.31, -3.56, 2.68], [2.51, -1.51, 3.93], [2.46, -3.83, 1.66], [2.32, -3.93, 3.33], [1.90, -1.51, 2.07], [-3.92, -2.20, -1.50], [-2.74, -3.01, -1.23], [-2.68, -3.76, -2.33], [-3.84, -3.84, -2.97], [-4.13, -4.52, -3.94], [-4.55, -2.99, -2.45], [-2.93, -3.78, -0.17], [-3.63, -1.22, -1.86], [-4.54, -2.02, -0.63], [-1.81, -2.48, -1.03], [-3.19, -0.77, 4.12], [-3.39, -0.65, 2.56], [-4.75, -0.94, 2.36], [-5.26, -2.19, 3.27], [-4.84, -3.44, 2.65], [-6.67, -2.04, 3.59], [-4.25, -1.64, 4.53], [-3.31, 0.22, 4.55], [-2.19, -1.05, 4.45], [-2.81, -1.37, 2.00], [-3.10, 0.37, 2.32], [2.95, 2.24, -1.94], [1.73, 2.42, -2.83], [2.08, 3.61, -3.48], [3.24, 4.47, -2.74], [2.68, 5.77, -2.44], [4.49, 4.44, -3.53], [3.25, 3.49, -1.43], [3.79, 1.91, -2.55], [2.89, 1.50, -1.14], [0.82, 2.71, -2.31], [1.60, 1.60, -3.54], [-3.02, 3.59, -2.79], [-3.41, 2.12, -3.16], [-3.10, 1.94, -4.52], [-2.05, 3.09, -5.11], [-2.30, 3.43, -6.52], [-0.68, 3.16, -4.60], [-2.89, 4.17, -4.10], [-2.05, 3.65, -2.30], [-3.82, 4.10, -2.26], [-4.48, 1.90, -3.12], [-2.80, 1.46, -2.54]]
}

=====

# 5
{
  "formula": "C6H7N2S2",
  "method": "ωB97M-V/def2-TZVPD",
  "charge": 1,
  "de_lowest_ev": 3.101,
  "symbols": ["C", "C", "C", "C", "C", "C", "N", "N", "S", "S", "H", "H", "H", "H", "H", "H", "H"],
  "xyz": [[2.38, -0.20, -0.07], [1.47, 0.79, 0.11], [0.21, 0.18, 0.18], [0.05, -1.12, 0.07], [-2.40, -1.55, -0.03], [1.75, 2.30, -0.12], [-1.13, -1.87, -0.03], [-2.90, -0.29, -0.01], [1.66, -1.78, -0.14], [-2.11, 1.22, 0.01], [3.48, 0.03, 0.10], [-3.00, -2.39, 0.28], [2.00, 2.47, -1.07], [0.83, 2.75, 0.26], [2.60, 2.51, 0.42], [-1.04, -2.80, 0.21], [-3.86, -0.27, -0.14]]
}

=====

# 6
{
  "formula": "C26H36ClNPdSi3",
  "method": "ωB97M-V/def2-TZVPD",
  "charge": -2,
  "de_lowest_ev": 0.301,
  "multiplicity": 3,
  "symbols": ["Pd", "C", "Si", "C", "C", "C", "C", "C", "C", "C", "Si", "C", "C", "H", "H", "H", "H", "H", "H", "H", "H", "H", "H", "H", "H", "H", "H", "H", "H", "C", "Si", "C", "C", "N", "C", "C", "C", "C", "C", "C", "H", "H", "H", "H", "H", "H", "H", "H", "H", "H", "H", "H", "H", "H", "Cl", "C", "C", "C", "C", "C", "C", "C", "H", "H", "H", "H", "H", "H"],
  "xyz": [[-0.04, 0.19, 0.23], [-1.52, 0.73, 3.55], [-0.35, -0.36, 2.48], [1.21, -0.55, 3.59], [-1.15, -2.10, 2.59], [-1.51, -2.71, 3.80], [-2.05, -3.99, 3.84], [-2.23, -4.69, 2.66], [-1.87, -4.10, 1.45], [-1.33, -2.81, 1.40], [-0.78, -1.97, -0.24], [0.44, -3.27, -0.97], [-2.33, -2.11, -1.36], [-1.77, 0.25, 4.50], [-2.46, 0.92, 3.02], [-1.06, 1.70, 3.77], [0.96, -0.95, 4.57], [1.70, 0.42, 3.73], [1.93, -1.22, 3.12], [-1.36, -2.17, 4.73], [-2.32, -4.44, 4.79], [-2.65, -5.69, 2.67], [-2.02, -4.66, 0.53], [0.01, -4.28, -0.97], [1.36, -3.28, -0.38], [0.70, -3.01, -1.99], [-2.78, -3.11, -1.31], [-2.08, -1.90, -2.40], [-3.09, -1.39, -1.06], [0.55, 3.48, 1.50], [-0.76, 3.53, 0.15], [-0.43, 5.16, -0.78], [-2.43, 3.75, 1.03], [-0.65, 2.16, -0.85], [-1.24, 2.03, -2.06], [-2.30, 2.84, -2.54], [-2.87, 2.66, -3.79], [-2.42, 1.67, -4.65], [-1.38, 0.85, -4.21], [-0.81, 1.02, -2.97], [0.30, 4.18, 2.31], [1.54, 3.75, 1.10], [0.64, 2.48, 1.93], [-0.47, 6.01, -0.09], [-1.14, 5.35, -1.58], [0.57, 5.13, -1.22], [-2.38, 4.54, 1.79], [-2.70, 2.82, 1.53], [-3.24, 4.00, 0.34], [-2.70, 3.61, -1.89], [-3.69, 3.31, -4.09], [-2.87, 1.52, -5.63], [-1.00, 0.06, -4.85], [0.00, 0.37, -2.64], [4.12, -2.16, 0.68], [4.02, -1.26, -0.83], [4.83, -1.67, -1.87], [4.79, -1.00, -3.09], [3.90, 0.07, -3.23], [3.10, 0.46, -2.19], [3.12, -0.17, -0.91], [2.28, 0.27, 0.13], [5.49, -2.51, -1.72], [5.42, -1.32, -3.91], [3.83, 0.59, -4.18], [2.40, 1.29, -2.32], [1.86, 1.26, -0.05], [2.41, -0.08, 1.14]]
}